Below is 2 unconnected molecules or ions with the total composition C2H5Cl3Si2, with properties calculated with ωB97M-V/def2-TZVPD.

Cartesian coordinates (Å):
C1 0.51837 -0.87763 1.73699
Si1 1.58472 -0.13908 0.63286
Cl1 3.28304 -0.60040 -0.28003
Cl2 1.30665 1.92503 0.41783
H1 -0.54471 -0.56281 1.72391
H2 0.44551 -1.96354 2.00216
C2 -0.28889 -0.19173 -1.57658
Si2 -1.36865 0.95951 -0.77271
Cl3 -2.75464 0.50669 0.64516
H3 -0.52082 -1.25264 -1.17300
H4 -0.01016 -0.24313 -2.57076
H5 -1.65042 2.43973 -0.78584

* frontier orbital gap: 0.2807 Eh
* HOMO energy: -7.99 eV
* LUMO energy: -0.3 eV
* SMILES: C=[Si](Cl)Cl.C=[SiH]Cl